Entry 1:
DFT (the ωB97M-V functional and the def2-TZVPD basis) results for a structure of composition C49H63IIn.

Properties
- Electronic energy: -2392.68454 hartree
- LUMO: 2.298 eV
- Spin multiplicity: 1
- Net charge: -1
- Energy relative to the best compared isomer or geometry (same formula, charge and spin): 0.0 kcal/mol

Last column: Mulliken charge in e.
Geometry (Å):
H 4.52345 -7.56089 4.67618  0.35
C 2.54294 -4.82986 4.96650  -0.40
C 2.42892 -1.88267 -5.39164  -0.41
H 5.57296 4.47475 3.72010  0.36
C 3.39354 -2.67662 -5.99687  -0.53
H 3.17723 4.32598 3.13455  0.41
H -0.47971 -2.87346 2.11105  0.62
C -0.78749 -0.91702 -2.41897  -0.32
C 1.18806 7.86732 -0.47032  -0.65
H 2.92676 -2.99020 1.30860  0.46
H -0.85849 6.57821 1.90045  0.36
H -4.13453 -3.31968 3.19837  0.40
H -2.66704 -1.52662 -5.21879  0.40
C 2.83038 -0.15832 -7.01851  -0.54
H -0.05198 -1.63923 4.40499  0.48
H -0.66383 -1.28907 1.45096  -0.64
H 0.84890 5.94171 -5.57710  0.37
C 2.03207 4.16288 -5.78879  -0.65
H 1.33494 4.55728 -1.17038  0.56
H 0.03361 -0.66510 -3.08283  -0.21
H -5.08937 -1.95797 3.78037  0.32
C 5.28008 7.31951 1.90842  -0.54
H 2.09326 -1.60550 -0.65796  0.32
H -0.44149 -4.20661 -2.45710  -0.44
C 3.66777 -5.63497 5.08026  -0.43
H -10.91174 -3.42333 0.49794  0.35
C 1.85314 -2.87956 1.12195  -0.81
C 1.90200 -0.41469 1.83609  -1.55
H 2.61302 0.82508 -7.41565  0.51
H -2.75309 0.64972 3.33870  0.37
H -1.62455 -3.15607 -0.05359  -0.53
C 5.86997 6.32713 2.67971  -0.39
C -8.14075 -3.53705 3.18099  -0.28
H -0.37503 5.10175 -3.59940  0.44
C -3.20422 -0.03817 2.63062  -1.44
H -4.24071 0.24303 2.47507  0.43
C 5.11327 5.25082 3.12073  -0.37
H 4.82041 -2.83691 -7.59120  0.35
C 2.31297 2.90184 -5.28025  -0.39
C 3.79181 -0.95419 -7.62616  -0.45
H 0.51473 -4.69697 4.28173  0.33
H 1.37342 -3.82592 1.36481  0.32
H 2.47844 -8.43852 3.60159  0.36
H -0.21698 4.48525 0.74973  0.45
H 1.28032 0.35196 2.28712  0.30
H -2.90931 -1.32333 -2.73234  0.34
C -4.35523 -2.27148 3.03592  -1.70
H 2.12385 6.10223 1.77704  0.17
H -0.77579 -0.25590 3.57279  0.20
H 0.13335 2.85272 -2.69107  0.23
C 3.17286 6.16352 2.02851  0.17
H 2.56233 -3.81452 5.34239  0.36
H -2.18407 -2.81992 4.33580  0.34
C 1.39246 -5.32557 4.36976  -0.07
C -9.36195 -2.94376 3.46921  -0.40
H 1.73576 -2.11132 3.09021  0.12
H -6.96080 -4.54656 1.70148  0.38
In -0.36879 -2.85381 -1.29486  1.33
H 3.61558 -3.65688 -5.59445  0.39
H 1.39110 -0.00665 -5.43345  0.48
C 4.07185 -2.21446 -7.11609  -0.33
H 2.86803 -0.32711 2.33298  0.36
H -8.73937 -4.48540 -0.01212  0.36
H -2.29162 0.06797 -3.56023  0.39
C 2.49541 -7.42723 3.98864  -0.36
H 3.06262 2.28264 -5.75440  0.66
C -1.81417 -1.72011 -4.57252  -1.01
H 5.87158 8.15713 1.55897  0.35
C 1.63319 2.43580 -4.16165  -0.45
C 1.55680 6.69019 -1.10912  -0.30
C -7.91535 -4.08848 1.92748  -0.37
H 2.23721 6.71977 -1.95115  0.43
H 2.05729 -0.20020 0.78715  0.23
H -2.69692 0.06492 1.67346  0.14
H -11.30896 -2.43210 2.72646  0.35
C 0.38169 4.48600 -4.07031  -0.52
C -0.16515 -1.84351 2.23696  -0.34
H 6.92041 6.39207 2.93608  0.35
C 3.64473 -6.93345 4.59032  -0.39
C -3.12484 -1.42435 3.18666  1.10
C -10.13430 -3.45537 1.25119  -0.36
C -2.04317 -0.95823 -3.27374  -0.53
C 1.36821 -6.62431 3.88204  -0.50
H 4.32308 -0.59180 -8.49798  0.36
C 0.17958 5.43398 0.40981  -0.81
H 1.57692 8.81706 -0.81779  0.42
C -10.35790 -2.89973 2.50332  -0.35
C -2.07008 -1.91893 3.75350  -0.63
C 1.05110 5.47402 -0.67038  -0.21
H 0.03559 8.74507 1.11391  0.36
H 3.47213 8.01226 0.98661  0.37
C 1.68626 -2.57393 -0.37938  -1.55
H -7.36212 -3.56925 3.93247  0.37
C -8.91371 -4.05101 0.96416  -0.39
H 0.47010 -7.00994 3.41638  0.38
H -9.53716 -2.51406 4.44773  0.35
C 0.66534 3.22561 -3.55913  -0.37
C 1.06739 4.95675 -5.18196  -0.42
C -0.70409 -1.34151 3.58385  -0.54
I -0.91218 0.73465 -0.99115  -0.09
C 0.32011 7.82748 0.61366  -0.21
H 4.56441 -5.24929 5.54969  0.36
C 3.76615 5.16825 2.79305  -0.67
H 2.29034 -3.31532 -0.90074  0.47
C 1.35266 -1.81178 2.11123  1.17
H -4.78774 -2.17767 2.04657  0.43
C 3.93229 7.23808 1.58494  -0.22
H -0.93400 -1.31955 -5.06804  0.14
C -0.18274 6.61061 1.05480  -0.44
H -1.75918 -2.79256 -4.42326  0.26
H 1.85616 1.45539 -3.75903  0.66
H 1.89741 -2.24600 -4.52061  0.46
C 2.14531 -0.62420 -5.90319  -0.30
H 2.56470 4.52729 -6.65913  0.37

Forces on atoms 1 to 2 (eV/Å):
0.0 0.0 0.0
0.0 0.0 0.0

***

Entry 2:
DFT (the ωB97M-V functional and the def2-TZVPD basis) results for the molecule C2H4N2O2.

Properties
- Electronic energy: -338.64625 hartree
- LUMO: 0.567 eV
- Spin multiplicity: 1
- Net charge: 0
- SMILES string: NC(=O)NC=O
- Energy relative to the best compared isomer or geometry (same formula, charge and spin): 4.4 kcal/mol

Last column: Mulliken charge in e.
Geometry (Å):
H -0.21898 0.08080 -1.42813  0.23
C 0.51934 0.04092 0.54439  0.57
H 2.54027 0.08881 0.70850  0.26
N 1.78941 0.13384 0.03764  -0.42
H -2.00459 -0.15260 0.91617  0.34
H 1.99554 -0.22422 -0.88164  0.21
O 0.24533 0.07399 1.72619  -0.57
C -1.81161 -0.06702 -0.16254  0.06
N -0.45878 -0.05093 -0.45407  -0.15
O -2.66294 0.00055 -1.01729  -0.53

Forces on atoms 1 to 2 (eV/Å):
0.0 0.0 0.1
-0.1 0.0 0.2

***

Entry 3:
DFT (the ωB97M-V functional and the def2-TZVPD basis) results for the molecule C5H9NO.

Properties
- Electronic energy: -325.81777 hartree
- LUMO: 0.998 eV
- Spin multiplicity: 1
- Net charge: 0
- SMILES string: C[C@@]1(O)CN2C[C@H]21
- Energy relative to the best compared isomer or geometry (same formula, charge and spin): 75.2 kcal/mol

Last column: Mulliken charge in e.
Geometry (Å):
C -0.51906 0.25539 0.18067  1.39
H 2.16650 -0.24182 -0.29800  0.17
H -0.92327 0.67918 -1.89954  0.34
N 0.38579 -0.96640 -1.39342  -0.49
C 0.14302 -1.12600 0.08522  -0.58
C -0.21273 1.20945 1.30335  -1.36
H -0.27474 -2.03681 0.51682  0.33
C 1.51088 -1.09538 -0.47149  -0.23
O -1.99407 0.19836 0.31443  -0.60
H 2.02791 -2.05109 -0.56064  0.25
H -2.35308 -0.68156 0.13670  0.32
H -1.02697 0.82180 1.94153  0.35
C -0.06485 0.46165 -1.26702  -0.80
H -0.36067 2.28519 1.09224  0.29
H 0.76364 1.09180 1.77568  0.32
H 0.73171 1.19624 -1.45655  0.29

Forces on atoms 1 to 2 (eV/Å):
-0.7 0.2 0.0
-0.2 -0.1 0.0